The following is a quantum chemistry calculation of a molecular structure, C34H52MnNO4SSi in a non-equilibrium geometry, from the OMol25 dataset.

Computed properties:
frontier orbital gap (spin up / spin down) = 5.7 / 6.4 eV
<S²> = 4.09
multiplicity = 4
LUMO level (spin up / spin down) = -4.9999 / -4.4389 eV
net charge = +1

Structure (XYZ):
```
94
C34H52MnNO4SSi (ωB97M-V with the def2-TZVPD basis set)
H -5.089 -1.480 -2.211
H 0.695 3.471 5.510
C -4.891 2.618 -2.198
H 2.575 -2.404 6.924
H 2.237 3.369 2.838
C 1.543 -2.147 7.188
H 1.383 -0.104 -4.557
C 0.339 -0.301 -4.286
H -1.599 -0.496 -2.393
H 0.542 2.438 1.842
C 1.529 -1.546 -0.834
C -4.081 -1.089 -2.418
H -1.454 -1.728 5.533
H -5.203 0.852 -0.971
Mn 0.164 0.182 -0.002
N -3.469 -1.917 -3.449
C -1.191 -1.482 -2.669
C 2.130 0.660 -0.436
H -1.243 -2.106 -1.758
H -0.765 -0.743 6.855
C 0.280 -1.298 -3.120
C -1.291 1.498 -0.818
H 1.616 -3.820 4.990
C -0.771 -1.736 6.389
H 0.424 2.964 -0.794
O 1.433 0.926 3.443
H -3.512 -1.185 -1.477
C 0.995 -0.762 -1.897
H 5.389 -3.079 4.502
H -1.682 1.590 -1.828
O -1.764 -2.749 -4.664
H 4.443 -4.052 2.327
C 1.374 0.605 -1.665
H -4.079 -2.420 -4.081
H -3.194 0.183 -4.718
C -4.374 3.111 -3.404
H 2.957 3.758 4.416
H 1.458 -2.636 -0.754
C 5.219 -1.444 2.380
S 0.110 -1.445 2.119
H 2.769 -3.837 2.894
C -1.238 1.137 1.469
H -0.164 -0.737 -5.158
H 5.533 -0.528 2.891
C -3.657 0.871 -4.004
H -1.145 -2.456 7.132
C 3.602 -3.343 2.379
O 1.156 -1.127 5.066
O 3.003 -1.101 3.166
C 2.233 -0.682 0.051
H 0.226 -4.239 6.009
H -1.531 0.866 2.481
C -0.182 2.231 -0.274
C -2.132 -2.108 -3.682
C -4.173 0.379 -2.796
C -3.755 2.238 -4.304
C 4.493 -2.441 4.543
H 6.076 -2.132 2.343
Si 1.442 -0.728 3.508
H 0.869 -3.372 -2.760
C -4.796 1.257 -1.903
C 2.484 1.361 5.634
H 0.402 -3.010 -4.432
H 3.389 0.813 5.334
H -3.347 2.602 -5.250
H -4.456 4.174 -3.641
H 3.711 -2.989 5.085
H -0.038 3.029 3.947
H 4.748 -1.531 5.101
H 3.292 -3.105 1.356
H -5.372 3.291 -1.485
C -1.930 0.808 0.268
C 4.059 -2.097 3.125
H 1.827 0.691 6.200
C 0.480 2.636 4.829
C 2.708 2.938 3.728
H -0.046 -3.490 4.409
H -2.858 0.241 0.204
H 2.792 2.179 6.303
C 0.921 -2.620 -3.553
H 1.975 -2.450 -3.807
H -0.149 0.653 -4.052
C 1.778 1.951 4.422
H 2.641 1.521 -0.008
H 1.177 -2.891 7.911
H 1.238 1.401 -2.398
H 1.540 -1.165 7.676
H 3.637 2.439 3.430
H -0.180 1.927 5.343
C 0.635 -2.140 5.967
H 2.804 -0.992 0.923
H 4.939 -1.192 1.352
C -0.131 1.970 1.134
C 0.609 -3.501 5.289
```

Atomic partial charges in e from the Löwdin method, atoms 1 to 8: 0.1413, 0.0981, -0.0740, 0.0773, 0.0710, -0.0228, 0.1027, -0.0159


The following is a quantum chemistry calculation of 3 unconnected molecules or ions with the total composition C4H14O2 in a non-equilibrium geometry, from the OMol25 dataset.

Computed properties:
frontier orbital gap = 11.2 eV
structure (SMILES) = CCCC.O.O
LUMO level = 0.5554 eV
energy above the lowest of the compared OMol25 structures with the same formula, charge and spin = 1.710 eV
net charge = 0

Structure (XYZ):
```
20
C4H14O2 (ωB97M-V with the def2-TZVPD basis set)
C 0.275 -0.282 -2.383
H 1.100 -2.489 1.050
H 0.711 -1.309 2.309
H 1.703 -0.339 0.248
O -0.952 2.497 -0.633
H 0.047 0.370 0.567
O -0.918 1.639 3.123
H -1.018 -1.303 -0.931
H -0.308 0.673 -2.542
H -0.005 1.990 3.318
H -0.914 1.473 2.140
C 0.038 -1.096 -1.127
C 0.481 -1.689 1.319
H 0.320 -0.970 -3.101
H 0.318 -2.267 -1.316
C 0.551 -0.577 0.270
H -1.300 2.977 0.068
H -0.502 -2.191 1.229
H 1.383 -0.178 -2.218
H -1.011 3.070 -1.391
```

Atomic partial charges in e from the Löwdin method, atoms 1 to 8: -0.1127, 0.0422, 0.0677, 0.1309, -0.0168, 0.0678, -0.0978, 0.0882


The following is a quantum chemistry calculation of a molecular structure, C11H14BN7Os in a non-equilibrium geometry, from the OMol25 dataset.

Computed properties:
frontier orbital gap (spin up / spin down) = 9.0 / 4.3 eV
<S²> = 6.03
multiplicity = 5
LUMO level (spin up / spin down) = -7.2598 / -12.0674 eV
energy above the lowest of the compared OMol25 structures with the same formula, charge and spin = 0.897 eV
net charge = +2

Structure (XYZ):
```
34
C11H14BN7Os (ωB97M-V with the def2-TZVPD basis set)
H -4.663 0.516 -0.498
C -0.546 -3.202 -2.241
N -1.240 0.965 -2.437
C -1.196 2.022 -3.270
H -3.382 0.249 -2.800
C -3.749 0.288 0.030
H 0.432 3.422 -3.736
H -2.060 2.310 -3.862
H -1.458 -0.092 2.359
H 2.754 0.039 -0.961
C 0.750 0.268 1.148
N -0.030 0.832 -1.765
B -2.399 -0.035 -2.188
N -2.631 0.010 -0.664
C -2.087 -0.070 1.479
H 2.731 -1.062 0.417
Os 0.255 -0.986 -0.398
N -0.723 -1.915 -1.850
N -1.855 -1.439 -2.545
H -4.115 0.393 2.212
C -2.377 -2.444 -3.241
N 0.945 0.934 2.098
H 2.435 -1.717 -1.111
N -1.602 -0.263 0.228
H 1.770 2.029 -1.856
H -1.720 -4.519 -3.511
H -3.293 -2.296 -3.777
C 0.074 2.586 -3.175
H 0.240 -3.810 -1.836
C 2.222 -0.826 -0.536
H -0.243 -2.412 0.362
C 0.763 1.841 -2.203
C -1.584 -3.554 -3.094
C -3.444 0.233 1.387
```

Atomic partial charges in e from the Löwdin method, atoms 1 to 8: 0.1480, -0.0697, 0.0556, 0.0833, 0.1405, 0.0082, 0.1512, 0.1710


The following is a quantum chemistry calculation of a gas-phase ion, C5H10NO2 (charge -1) in a non-equilibrium geometry, from the OMol25 dataset.

Computed properties:
frontier orbital gap = 7.5 eV
structure (SMILES) = CC[C@@H](C)NC(=O)[O-]
LUMO level = 3.6190 eV
energy above the lowest of the compared OMol25 structures with the same formula, charge and spin = 1.753 eV
net charge = -1

Structure (XYZ):
```
18
C5H10NO2 (ωB97M-V with the def2-TZVPD basis set)
O -1.844 2.420 0.439
H 2.649 -0.666 -0.842
H 1.647 -2.841 0.424
H -0.618 -1.963 -1.435
H 0.767 -3.997 -0.674
C 1.087 -2.900 -0.611
H 1.092 -0.507 0.853
C 0.564 -0.414 -0.119
H 1.701 -2.527 -1.374
C 1.717 -0.048 -1.132
C -0.024 -1.764 -0.524
N -0.503 0.676 -0.283
H -0.742 -2.028 0.327
H -0.148 1.282 -1.108
O -0.621 1.218 1.857
C -1.098 1.516 0.798
H 1.387 0.106 -2.255
H 2.031 0.963 -0.767
```

Atomic partial charges in e from the Löwdin method, atoms 1 to 8: -0.0712, 0.0793, 0.0925, 0.0964, 0.0729, -0.1401, 0.1313, -0.4023


The following is a quantum chemistry calculation of a molecular structure, C4H2MgO2 in a non-equilibrium geometry, from the OMol25 dataset.

Computed properties:
frontier orbital gap (spin up / spin down) = 6.6 / 8.5 eV
<S²> = 0.76
multiplicity = 2
LUMO level (spin up / spin down) = -6.3724 / -6.3628 eV
energy above the lowest of the compared OMol25 structures with the same formula, charge and spin = 0.000 eV
net charge = +1

Structure (XYZ):
```
9
C4H2MgO2 (ωB97M-V with the def2-TZVPD basis set)
C -0.660 0.529 0.742
C 0.487 -0.026 -1.292
O 1.532 1.208 0.595
Mg -1.337 -1.772 0.102
H 1.346 1.825 1.317
O -0.180 -1.092 -1.381
C 0.404 0.814 -0.132
C -0.986 -0.300 1.634
H 1.316 0.147 -1.996
```

Atomic partial charges in e from the Löwdin method, atoms 1 to 8: -0.1729, -0.1325, 0.1001, 1.2110, 0.1395, -0.0990, -0.2248, 0.0152


The following is a quantum chemistry calculation of a gas-phase ion, C9H10N3 (charge +1) in a non-equilibrium geometry, from the OMol25 dataset.

Computed properties:
frontier orbital gap = 6.7 eV
structure (SMILES) = C/[NH+]=C1\N=Cc2ccc(N)cc21
LUMO level = -5.2436 eV
energy above the lowest of the compared OMol25 structures with the same formula, charge and spin = 0.000 eV
net charge = +1

Structure (XYZ):
```
22
C9H10N3 (ωB97M-V with the def2-TZVPD basis set)
C -0.431 -0.119 1.314
C -0.437 2.108 0.789
C 0.281 -0.634 -2.352
H 0.172 0.657 3.593
C -0.379 -0.062 -0.086
N -0.222 -0.928 2.292
H 0.308 -2.526 -2.848
H 0.881 -1.037 3.907
H 0.268 2.651 -1.824
C -0.309 1.313 -0.406
C -0.190 -1.093 -1.001
C 0.015 -0.451 3.616
H -0.150 -2.095 -0.678
N 0.342 -1.630 -3.319
H -0.165 -1.944 2.184
H -0.847 -0.603 4.280
C 0.173 1.656 -1.622
C 0.419 0.723 -2.636
N -0.489 1.382 1.853
H -0.498 3.220 0.794
H 0.378 -1.626 -4.329
H 0.881 1.038 -3.521
```

Atomic partial charges in e from the Löwdin method, atoms 1 to 8: -0.0795, -0.0352, -0.2266, 0.0987, -0.1347, 0.0879, 0.0970, 0.1056